1.
51
Properties=species:S:1:pos:R:3 method="wB97M-V/def2-TZVPD" s_squared=2.033 total_charge=0 total_energy_ev=-46310.170 spin_multiplicity=3 largest_force_ev_per_a=4.14 orbital_gap_ev="10.39 / 5.45"
Pd 0.3934 0.0907 0.0866
F -1.6556 -0.6170 1.8066
F 2.3576 0.1642 -1.7926
C 1.4816 -3.3534 3.3127
O 2.8184 -2.9357 3.4359
C 3.2867 -1.8310 2.8253
O 2.5910 -1.0703 2.1006
O 4.6319 -1.7322 3.0104
C 5.4003 -0.6384 2.4973
H 1.0228 -3.0423 2.3741
H 1.0769 -2.9221 4.2283
H 1.3861 -4.4364 3.3905
H 5.3757 0.1229 3.2770
H 5.0306 -0.3080 1.5266
H 6.3958 -1.0296 2.2876
C 0.6734 -3.4602 -3.5359
O -0.3271 -4.3478 -2.8983
C -0.8054 -3.9200 -1.7106
O -0.2904 -2.9232 -1.1204
O -1.8276 -4.6987 -1.3538
C -2.4624 -4.4472 -0.1233
H 0.3216 -2.4341 -3.6422
H 0.8695 -3.8288 -4.5427
H 1.6046 -3.4704 -2.9694
H -3.0728 -5.3245 0.0909
H -3.1416 -3.5983 -0.2019
H -1.7837 -4.2050 0.6945
C 0.5608 3.1767 4.0571
O -0.3256 3.9232 3.3200
C -0.1819 3.9352 1.9744
O 0.4408 3.0911 1.2585
O -0.6175 5.1059 1.5547
C -0.4639 5.5219 0.2010
H 0.3397 3.3268 5.1138
H 1.5786 3.5172 3.8671
H 0.6804 2.1266 3.7904
H -1.0534 4.8851 -0.4586
H 0.5441 5.6408 -0.1963
H -0.8678 6.5343 0.2117
C -1.1726 2.7397 -4.5676
O -2.4463 2.3672 -4.0845
C -2.5801 1.6625 -2.9603
O -1.6664 1.3174 -2.1953
O -3.8389 1.3957 -2.8637
C -4.3649 0.5148 -1.8863
H -1.2347 3.4758 -5.3691
H -0.5471 1.9289 -4.9410
H -0.5681 3.2265 -3.8023
H -5.4014 0.8371 -1.7865
H -3.8015 0.4259 -0.9574
H -4.3641 -0.4792 -2.3336

2.
20
Properties=species:S:1:pos:R:3 method="wB97M-V/def2-TZVPD" total_charge=+1 total_energy_ev=-19640.196 largest_force_ev_per_a=3.18 orbital_gap_ev=9.91
C 2.1333 0.5178 -0.1212
C 0.8153 0.7092 0.0521
C 0.1582 2.0159 -0.2118
C -0.4996 -1.4763 -0.3886
N -1.1924 1.8352 0.3183
N 0.0069 -0.3520 0.5696
N -0.8735 -2.6593 0.2768
S 2.9068 -1.0355 0.2774
H 2.7334 1.2379 -0.6202
H 0.2527 2.3190 -1.3476
H 0.8856 2.8522 0.1334
H -1.3030 -1.3428 -1.1394
H 0.3765 -1.5636 -0.9366
H -1.8648 -2.8854 0.3280
H -0.8919 0.1445 0.9651
H 0.5049 -0.8861 1.3098
H -1.5715 2.4880 0.9056
H -1.8406 1.6645 -0.4406
H -0.2214 -3.3502 0.5811
H 4.0465 -0.4512 0.6678

3.
13
Properties=species:S:1:pos:R:3 method="wB97M-V/def2-TZVPD" total_charge=0 total_energy_ev=-10147.639 smiles="C=C(F)F.CN" largest_force_ev_per_a=3.45 orbital_gap_ev=9.92
C 1.9969 -0.9317 0.5002
C -1.6523 -0.1445 0.2818
C 1.5492 -0.0405 -0.3629
N -1.6083 1.1156 -0.5276
F 1.3735 1.2188 -0.0403
F 1.2786 -0.2655 -1.6127
H -0.8358 0.9365 -1.0979
H 2.3240 -1.8708 0.1644
H 2.1380 -0.8027 1.5322
H -2.5610 -0.6304 -0.2498
H -0.6260 -0.6243 0.1919
H -1.8913 0.0821 1.2655
H -1.4855 1.9573 -0.0447

4.
66
Properties=species:S:1:pos:R:3 method="wB97M-V/def2-TZVPD" total_charge=+1 total_energy_ev=-47219.147 largest_force_ev_per_a=9.39 orbital_gap_ev=7.04
C 1.2900 -5.3871 4.7208
C 1.9407 -4.7892 3.5294
O 2.3079 -5.4742 2.5824
N 2.0711 -3.2370 3.3611
H 1.8064 -2.9235 4.3905
H 2.8859 -2.9045 3.0129
C 1.1148 -2.5718 2.4494
H 1.7083 -6.2832 5.0021
H 0.2150 -5.5043 4.5035
H 1.3055 -4.6033 5.5304
H 1.0002 -1.4718 2.5424
H 0.0694 -2.8108 2.5424
H 1.1574 -3.0631 1.4162
C -4.0367 -3.0822 0.4234
C -3.6247 -1.8541 -0.1906
O -3.4552 -1.8709 -1.4238
N -3.2317 -0.5934 0.6073
H -3.2606 -1.0334 1.4965
H -2.2544 -0.1987 0.4769
C -4.0467 0.5882 0.4534
H -3.7396 -3.8819 -0.2450
H -5.1241 -3.2010 0.8379
H -3.2177 -3.4267 1.1099
H -3.5620 1.2818 -0.3088
H -4.0294 1.3960 1.2573
H -5.0960 0.3045 0.4589
N -0.1403 -0.3864 -0.5740
O -1.0107 0.4523 -0.4149
O 0.9402 0.1461 -1.0226
O -0.2827 -1.6311 -0.3380
C 1.0519 -1.7464 -4.5175
C -0.4001 -2.0720 -4.1432
C -0.9688 -2.7329 -5.3593
O -0.5298 -2.8441 -2.8963
H 1.0877 -1.1353 -5.4979
H 1.4975 -2.6665 -5.1047
H 1.6123 -1.3715 -3.6131
H -0.9521 -1.1227 -4.0635
H -2.0895 -2.7556 -5.5246
H -0.4571 -3.7206 -5.5551
H -0.8045 -2.1738 -6.4202
H -0.1072 -2.3381 -2.2275
C 0.5558 3.5871 -1.9550
C -0.8323 3.8828 -1.4766
C -1.3320 5.3397 -1.3428
O -2.4030 5.5977 -0.9639
C -0.3426 6.3879 -1.8167
C 1.0645 5.9774 -2.2733
C 1.5195 4.6151 -2.1833
O 2.7384 4.4067 -2.3308
H 0.7618 2.3995 -2.0644
H -1.5103 3.0211 -1.3943
H -0.4810 7.4209 -1.8519
H 1.6274 6.7507 -2.6197
C 3.6899 3.5271 3.1533
C 2.3446 3.5887 3.7178
C 1.0869 3.0836 2.9640
O -0.0942 3.3173 3.2428
C 1.3982 2.2354 1.8226
C 2.6541 2.3524 1.2149
C 3.8121 2.9021 1.8486
O 4.9178 2.8343 1.2628
H 4.5928 3.8979 3.6119
H 2.3184 4.1368 4.7107
H 0.3915 1.7334 1.3106
H 2.8809 1.6983 0.1485

5.
50
Properties=species:S:1:pos:R:3 method="wB97M-V/def2-TZVPD" total_charge=0 total_energy_ev=-39046.236 smiles="C[C@H](NC(=O)c1cccc(S(=O)(=O)N(C)C)c1)[C@@H]1C[C@@H]2CC[C@H]1C2" largest_force_ev_per_a=1.09 orbital_gap_ev=10.28
C -2.2260 -2.6213 1.2967
H -3.0593 -3.3127 1.2083
H -1.3055 -3.1962 1.3651
H -2.3473 -2.0494 2.2135
C -2.1809 -1.6993 0.0807
N -1.0340 -0.8178 0.1695
C -0.0842 -0.7521 -0.7841
O -0.1068 -1.3747 -1.8245
C 1.0341 0.1940 -0.4342
C 2.2184 -0.3074 0.0912
C 3.2553 0.5599 0.3700
C 3.1437 1.9167 0.1357
C 1.9626 2.4172 -0.3881
C 0.9144 1.5577 -0.6765
H -0.0006 1.9463 -1.0999
H 1.8588 3.4752 -0.5750
H 3.9753 2.5579 0.3809
S 4.8136 -0.1153 0.9558
O 4.5466 -1.3162 1.6887
O 5.5587 0.9327 1.5866
N 5.6322 -0.5444 -0.4346
C 6.0429 0.5675 -1.2531
H 6.3892 1.3508 -0.5839
H 5.2242 0.9492 -1.8775
H 6.8645 0.2556 -1.8982
C 5.0800 -1.6717 -1.1426
H 5.8491 -2.1055 -1.7822
H 4.7781 -2.4043 -0.3986
H 4.2163 -1.3946 -1.7607
H 2.3371 -1.3590 0.2995
H -0.8971 -0.2988 1.0218
H -1.9933 -2.2966 -0.8201
C -3.5190 -0.9666 -0.1409
H -4.2097 -1.7420 -0.4891
C -4.2070 -0.2761 1.0544
H -4.6290 -0.9806 1.7697
C -5.2160 0.6107 0.3182
H -5.7689 1.2704 0.9845
H -5.9152 0.0506 -0.2995
C -4.1447 1.3352 -0.4972
H -4.4966 2.1051 -1.1821
C -3.2147 1.8676 0.6013
H -2.1934 1.9830 0.2390
H -3.5535 2.8395 0.9609
C -3.3272 0.7957 1.7029
H -2.3638 0.4250 2.0442
H -3.8418 1.1967 2.5783
C -3.4508 0.1618 -1.1956
H -2.4260 0.4000 -1.4752
H -3.9830 -0.1199 -2.1041

6.
116
Properties=species:S:1:pos:R:3 method="wB97M-V/def2-TZVPD" s_squared=2.009 total_charge=+1 total_energy_ev=-56234.864 spin_multiplicity=3 largest_force_ev_per_a=4.58 orbital_gap_ev="7.94 / 8.60"
C -4.7776 2.6188 -1.2288
C -3.9700 2.7622 0.1731
O -2.5761 2.4482 -0.0877
C -1.7949 2.3782 1.1151
N -1.9718 3.5851 2.0093
C -0.8389 3.5782 3.0386
C -1.1529 4.7515 4.0715
C -0.9955 4.4231 5.6258
C -0.2124 5.6934 6.2845
C -0.1464 3.1291 6.0086
C 0.4748 3.9955 2.1999
C 1.8092 4.0903 3.1082
C 2.9172 5.0827 2.5282
O 3.9357 5.2641 3.2510
N 0.6811 3.1953 0.9567
C 0.8815 4.0095 -0.2528
C -0.4715 4.6380 -0.8707
N -0.9256 5.8131 -0.4467
C -0.2235 2.0410 0.8203
B -0.0759 1.1474 -0.5322
O -0.3654 1.6078 -1.8617
N 0.4205 -0.2837 -0.4356
C -0.6649 -1.0142 0.2934
C 1.7375 -0.3547 0.2650
H -5.4463 3.5450 -1.3536
H -5.3652 1.6439 -1.2088
H -4.0661 2.5949 -2.1276
H -4.3665 2.0660 0.9841
H -4.0512 3.8789 0.4558
H -2.2181 1.4831 1.7152
H -1.9668 4.4836 1.4930
H -2.8368 3.4548 2.5744
H -0.8212 2.5235 3.4568
H -2.2225 5.1147 3.8793
H -0.4755 5.6531 3.8301
H -2.0468 4.4587 6.0941
H 0.8613 5.6853 5.8601
H -0.1606 5.5934 7.4208
H -0.6615 6.6942 5.9610
H -0.8620 2.2233 5.9215
H 0.1214 3.1996 7.1156
H 0.7316 2.8946 5.3273
H 0.2747 5.0803 1.8492
H 2.2696 3.0345 3.1691
H 1.5579 4.4860 4.1615
H 2.8537 5.6748 1.5576
H 1.5503 3.5321 -1.0606
H 1.4855 4.9375 0.0798
H -1.0753 4.0641 -1.6491
H -1.7994 6.0077 -0.9801
H 0.0536 1.3211 1.6853
H 0.0095 0.9918 -2.5295
H -0.6747 -2.1301 0.0658
H -1.6573 -0.4941 0.0205
H -0.4938 -0.8423 1.4184
H 2.3264 0.6314 0.1901
H 1.6909 -0.7250 1.3437
H 2.3699 -1.1325 -0.3066
C 6.7423 -4.5040 2.0325
C 5.3960 -4.0240 2.6266
C 4.8687 -5.0812 3.6175
C 4.3364 -6.3307 2.9254
C 3.2842 -5.9651 1.8859
C 3.7509 -4.8921 0.8783
N 4.4219 -3.7259 1.5311
O 3.4496 -2.9361 2.0537
C 4.7072 -5.5243 -0.1600
C 2.5213 -4.4757 0.0273
C 5.7887 -2.7545 3.4260
H 7.5352 -4.4676 2.7854
H 6.7282 -5.5360 1.6883
H 7.0582 -3.8656 1.2023
H 4.0653 -4.6526 4.2288
H 5.6602 -5.3687 4.3175
H 5.1523 -6.8936 2.4620
H 3.8932 -6.9979 3.6711
H 2.9795 -6.8716 1.3523
H 2.3912 -5.6097 2.4146
H 5.1622 -4.7565 -0.7936
H 4.1679 -6.2071 -0.8235
H 5.5011 -6.1228 0.2803
H 1.6910 -4.1138 0.6393
H 2.1344 -5.3285 -0.5374
H 2.7849 -3.6952 -0.6933
H 6.1626 -1.9708 2.7592
H 6.5812 -2.9781 4.1457
H 4.9578 -2.3453 4.0053
C -1.4051 -0.9808 -4.8830
C -2.8126 -1.1492 -4.2614
C -3.1714 -2.6479 -4.2084
C -3.4982 -3.2289 -5.5795
C -4.5908 -2.4159 -6.2635
C -4.2937 -0.9019 -6.3251
N -3.8160 -0.3440 -5.0224
O -4.9019 -0.1856 -4.2224
C -3.2459 -0.6143 -7.4261
C -5.5697 -0.1902 -6.8492
C -2.6276 -0.6369 -2.8106
H -0.6304 -1.3356 -4.1954
H -1.2554 -1.5541 -5.7951
H -1.1897 0.0711 -5.0951
H -4.0345 -2.8026 -3.5499
H -2.3471 -3.2170 -3.7648
H -2.6021 -3.2692 -6.2064
H -3.8342 -4.2640 -5.4644
H -4.7475 -2.8075 -7.2739
H -5.5304 -2.5848 -5.7236
H -2.9141 0.4280 -7.3901
H -3.6689 -0.7802 -8.4213
H -2.3696 -1.2570 -7.3784
H -6.4486 -0.3992 -6.2346
H -5.8159 -0.5307 -7.8587
H -5.4286 0.8939 -6.8921
H -2.3790 0.4290 -2.7998
H -1.8129 -1.1681 -2.3092
H -3.5153 -0.7890 -2.1913

7.
10
Properties=species:S:1:pos:R:3 method="wB97M-V/def2-TZVPD" total_charge=+1 total_energy_ev=-8974.492 largest_force_ev_per_a=3.13 orbital_gap_ev=5.71
O -0.1578 1.4548 1.6217
C 0.3577 0.3948 1.4028
C 0.8156 -0.7185 0.9152
C 0.9167 -0.7090 -0.5779
C -0.0621 -0.4080 -1.4590
H 1.1015 -1.5609 1.5463
H -1.4346 0.3933 -1.9737
H 1.8469 -1.1162 -0.9822
Ba -2.1600 1.9984 0.4480
O -1.2239 0.2712 -0.9412

8.
14
Properties=species:S:1:pos:R:3 method="wB97M-V/def2-TZVPD" total_charge=0 total_energy_ev=-8829.889 largest_force_ev_per_a=0.56 orbital_gap_ev=7.40
O 0.1700 -1.3242 -1.5072
C -0.6984 -0.6591 -0.6130
C -0.4549 -0.7811 0.8745
C 0.3191 0.4269 1.2084
C 1.0115 1.1191 -0.3573
C -0.3330 0.8275 -0.5613
N -1.0469 0.4331 1.4570
H 0.0290 -2.2722 -1.3901
H -1.7525 -0.8027 -0.8862
H -0.3866 -1.7279 1.4148
H 1.1411 0.6211 1.9053
H 1.7615 0.3776 -0.6104
H 1.3229 2.1549 -0.2707
H -1.0827 1.6071 -0.6638

9.
95
Properties=species:S:1:pos:R:3 method="wB97M-V/def2-TZVPD" total_charge=0 total_energy_ev=-125942.467 largest_force_ev_per_a=5.06 orbital_gap_ev=4.91
N 0.4494 -0.9278 0.4437
H 0.8453 -0.3576 1.1774
H 0.7766 -1.8605 0.6514
H 0.7199 -0.7563 -0.5142
H -0.5384 -0.8279 0.6290
Cl 6.1923 2.3232 2.4777
O 6.4676 3.6517 2.0797
O 7.4621 1.8761 2.9959
O 5.3719 2.4399 3.6293
O 5.7334 1.4690 1.4110
C -6.5030 -5.2121 -3.2548
O -6.1199 -4.5854 -2.0484
P -5.2147 -5.3034 -0.8931
O -4.4018 -4.3061 -0.1116
O -4.1450 -6.3405 -1.6399
C -3.0227 -6.7784 -0.8243
O -6.1703 -6.3261 -0.0678
C -7.0812 -5.7731 0.8660
H -6.2395 -4.5299 -4.0631
H -7.5830 -5.2251 -3.1078
H -6.0052 -6.1507 -3.4984
H -3.1134 -6.6618 0.2556
H -2.1445 -6.2114 -1.1334
H -2.6567 -7.7733 -1.0778
H -8.0767 -5.7369 0.4234
H -6.8828 -4.7016 0.8914
H -6.9701 -6.2298 1.8495
C 1.8209 10.7925 -0.2006
O 1.8809 9.5342 -0.8534
P 0.8883 9.0397 -1.9532
O 1.1668 9.4914 -3.3474
O 0.8643 7.4273 -1.7908
C 1.7619 6.5558 -2.4282
O -0.5087 9.5120 -1.5973
C -1.5220 8.8741 -2.2852
H 2.7191 11.4061 -0.1316
H 1.3976 10.6422 0.7926
H 1.2401 11.4629 -0.8340
H 2.5378 7.1517 -2.9087
H 1.0349 6.0517 -3.0649
H 2.0550 5.7983 -1.7012
H -2.2072 9.7043 -2.4561
H -1.9966 8.0312 -1.7827
H -1.2455 8.4913 -3.2676
C 6.2219 -2.2081 -4.6891
O 5.7905 -1.4830 -5.8546
P 4.1867 -1.3160 -6.1346
O 3.2320 -1.2689 -4.9718
O 4.0974 0.0538 -7.0371
C 2.9211 0.5802 -7.4827
O 3.8492 -2.5976 -7.0740
C 4.5176 -2.8147 -8.3046
H 7.2236 -2.5689 -4.9225
H 5.4850 -2.9769 -4.4564
H 6.4281 -1.5923 -3.8137
H 2.1389 -0.1565 -7.2997
H 3.0934 0.7365 -8.5476
H 2.7385 1.5711 -7.0668
H 4.6414 -1.8905 -8.8690
H 4.0464 -3.6519 -8.8195
H 5.4834 -3.1576 -7.9337
C -1.5450 5.5083 3.6193
O -2.9559 5.5979 3.4656
P -3.8273 4.2023 3.4714
O -3.0555 2.9871 3.0578
O -4.3561 4.0993 5.0285
C -5.2114 5.0631 5.6045
O -5.2354 4.4734 2.6138
C -5.7342 3.8710 1.4600
H -1.1271 6.4856 3.8609
H -1.1220 5.0137 2.7450
H -1.3386 5.0644 4.5932
H -4.8137 5.4257 6.5523
H -6.2019 4.7354 5.9201
H -5.2904 6.0187 5.0860
H -5.0850 3.0470 1.1639
H -5.9793 4.3015 0.4891
H -6.5189 3.2922 1.9473
C 4.8402 -5.9534 4.4671
O 3.7031 -6.3920 5.3347
P 2.2857 -6.3926 4.6217
O 2.1300 -5.5335 3.4368
O 2.0038 -8.0165 4.4277
C 2.3416 -9.0429 5.4105
O 1.2313 -6.0846 5.7821
C 0.1024 -5.3229 5.5604
H 5.6036 -6.7291 4.4064
H 5.1045 -4.9183 4.6837
H 4.5267 -5.8534 3.4280
H 2.9772 -8.7369 6.2415
H 2.8402 -9.8213 4.8330
H 1.3837 -9.3465 5.8328
H 0.3251 -4.2682 5.3988
H -0.6355 -5.6072 6.3105
H -0.4979 -5.5775 4.6870

10.
49
Properties=species:S:1:pos:R:3 method="wB97M-V/def2-TZVPD" s_squared=12.050 total_charge=+4 total_energy_ev=-90258.199 spin_multiplicity=7 largest_force_ev_per_a=8.00 orbital_gap_ev="6.65 / 4.64"
I -1.7388 3.2119 2.9635
I -1.7697 0.5185 3.2340
Rh -0.8280 0.0238 -2.7485
Tm -0.3814 -0.0127 0.5333
S -2.5126 -0.4287 -1.0101
C -0.5172 1.8978 -3.0361
C 0.9124 1.6136 -0.6223
C -4.1950 0.3962 -1.1472
C -5.2037 -0.7036 -0.7773
C -4.5617 0.8630 -2.5665
C -4.2302 1.5956 -0.1796
C 0.8674 -0.7091 -2.4109
C -0.8613 -0.4657 -4.5710
O 1.7548 2.2470 -1.1208
O -0.3280 3.0342 -3.1851
O 1.9215 -1.1737 -2.2798
O -0.7711 -0.8603 -5.6634
H -6.2247 -0.3492 -0.9221
H -5.0754 -1.0241 0.2567
H -5.0340 -1.5636 -1.4314
H -5.5956 1.2074 -2.5573
H -4.4823 0.0378 -3.2705
H -3.9313 1.6908 -2.9105
H -5.2206 2.0668 -0.2169
H -3.4732 2.3344 -0.4694
H -4.0069 1.2760 0.8452
C 2.8119 -4.4910 0.8651
C 1.4538 -4.1545 0.8677
C 1.0680 -2.8303 1.0458
C 2.0509 -1.8368 1.2912
C 3.3996 -2.2233 1.4537
C 3.7968 -3.5247 1.1518
N 1.6407 -0.5111 1.3103
C 2.5384 0.5204 1.7487
C 2.0562 1.4430 2.6894
C 2.6464 2.6941 2.8189
C 3.8330 2.9560 2.1257
C 4.4258 1.9760 1.3031
C 3.7598 0.7727 1.0910
H 3.1117 -5.5126 0.6319
H 0.6839 -4.9185 0.7364
H 0.0005 -2.5282 1.0380
H 4.1523 -1.5002 1.7784
H 4.8583 -3.7958 1.1567
H 1.1803 1.1679 3.2726
H 2.1678 3.4536 3.4424
H 4.3075 3.9387 2.2142
H 5.3967 2.1531 0.8342
H 4.1464 0.0275 0.3968